1.
{"formula": "C2H6N2S", "method": "ωB97M-V/def2-TZVPD", "species": ["C", "C", "N", "N", "S", "H", "H", "H", "H", "H", "H"], "xyz": [[1.581352, 0.119956, 0.698115], [-0.616521, 0.771361, 0.080405], [0.428578, -0.029535, 0.101761], [0.301936, -1.340980, -0.403653], [-2.059748, 0.338794, -0.906793], [2.353128, -0.654490, 0.570528], [1.773573, 1.013449, 1.220257], [-0.573954, 1.724444, 0.641941], [-0.814114, -1.136558, -0.581661], [0.685628, -1.385322, -1.402709], [-3.059859, 0.578880, -0.018192]], "forces_ev_per_a": [[1.2841, -0.3583, -0.1212], [-1.9273, 1.5932, -0.1015], [2.1046, -0.8879, 0.8067], [-3.9505, 0.4645, -2.6658], [0.4514, 1.0066, 0.4723], [-0.8319, 0.5101, 0.2011], [0.2268, 0.9201, 0.3791], [0.0786, -0.8299, -0.6719], [2.6250, -2.5469, -0.0707], [-0.4672, 0.4643, 1.7378], [0.4064, -0.3357, 0.0341]], "mulliken_charge": [-0.540, -0.161, 0.250, -0.717, -0.395, 0.247, 0.273, 0.308, 0.291, 0.288, 0.156], "relative_energy_kj_mol": 405.6, "energy_ha": -587.3495, "max_force_ev_per_a": 4.79}

=====

2.
{"formula": "C2H6N2S2", "method": "ωB97M-V/def2-TZVPD", "species": ["N", "C", "C", "S", "N", "S", "H", "H", "H", "H", "H", "H"], "xyz": [[-2.884472, -0.388093, -0.016576], [-1.595818, -1.032868, 0.145581], [-0.417146, -0.104981, -0.027290], [-0.249219, 1.536376, -0.007193], [0.716066, -0.829022, -0.142166], [2.320784, -0.272561, -0.045114], [-3.000186, -0.079882, -0.994851], [-2.916862, 0.487233, 0.572793], [-1.471594, -1.862109, -0.557873], [-1.486516, -1.496535, 1.128022], [0.649807, -1.851881, -0.203923], [2.336926, -0.070966, 1.294192]], "forces_ev_per_a": [[-0.2462, 0.9222, 0.2866], [-0.5502, 0.8642, -0.3434], [1.6188, 0.6519, 0.0547], [-1.2645, -0.3398, 0.1860], [0.7793, -1.6535, -0.1158], [-0.1135, -0.0386, 0.1172], [0.1332, -0.1649, 0.8030], [0.1306, -1.2980, -0.9492], [-0.2266, 0.1158, -0.1391], [-0.1922, 0.1855, 0.1823], [-0.0946, 0.7278, 0.1508], [0.0259, 0.0275, -0.2331]], "mulliken_charge": [-0.604, -0.613, 0.360, -0.310, -0.347, -0.118, 0.272, 0.284, 0.354, 0.300, 0.278, 0.143], "smiles": "NCC(=S)NS", "relative_energy_kj_mol": 57.9, "energy_ha": -985.6615, "max_force_ev_per_a": 1.83}

=====

3.
{"formula": "C2H6N2Si", "method": "ωB97M-V/def2-TZVPD", "species": ["C", "C", "N", "N", "Si", "H", "H", "H", "H", "H", "H"], "xyz": [[1.186699, 0.213085, 1.260525], [1.382847, 0.273661, -0.053498], [0.514088, -0.992848, 1.186657], [0.859759, -1.021348, -0.261144], [-2.683911, 1.487243, -1.763835], [1.646404, 0.684243, 2.113437], [2.001787, 0.756978, -0.905782], [0.963794, -1.761396, 1.857340], [0.040391, -1.235014, -0.806210], [-1.870692, 0.844961, -0.635245], [-4.041166, 0.750434, -1.992245]], "forces_ev_per_a": [[1.4664, 1.4970, 0.3257], [1.6961, 1.0370, -3.2539], [-0.2274, -2.9316, 1.6646], [0.3132, -1.5323, 1.8683], [0.0502, 0.8045, -0.6759], [-0.3606, 0.0684, 0.1439], [-1.4848, -0.2524, 2.0113], [-1.0887, 1.7098, -2.4523], [-0.3406, 0.4176, -0.3124], [-0.7887, -0.5403, -0.0778], [0.7649, -0.2777, 0.7586]], "mulliken_charge": [-0.311, -0.150, -0.333, -0.316, 0.091, 0.319, 0.280, 0.276, 0.243, -0.050, -0.048], "relative_energy_kj_mol": 556.7, "energy_ha": -478.5733, "max_force_ev_per_a": 3.81}

=====

4.
{"formula": "C2H6N3O", "method": "ωB97M-V/def2-TZVPD", "species": ["C", "C", "N", "N", "N", "O", "H", "H", "H", "H", "H", "H"], "xyz": [[3.614386, -0.342768, -0.372593], [1.086685, -0.723719, 0.089179], [4.325115, 0.395536, 0.272660], [2.187602, -0.383037, -0.224836], [-2.316644, -0.528320, -0.149923], [0.036564, -0.907482, 0.533022], [4.058815, -1.186246, -0.928284], [-3.252766, -0.865884, 0.247205], [4.099625, 1.259156, 0.829734], [-1.451918, -1.142623, 0.064896], [-2.440671, 0.461908, 0.219478], [-2.554307, -0.624140, -1.155665]], "forces_ev_per_a": [[-1.1594, -2.0188, 0.1588], [5.7835, 1.6167, -0.9940], [2.3536, 3.0826, 1.1864], [-2.3120, -0.6255, -0.3113], [-3.8885, -0.3100, 0.1797], [-2.7025, -1.0493, 0.9639], [-0.6181, 0.4521, -0.0534], [1.7248, -0.5136, -0.1751], [-0.4825, -1.6951, -0.7846], [-0.8593, 1.5225, 0.3767], [1.5590, -1.1907, -0.9347], [0.6015, 0.7290, 0.3878]], "mulliken_charge": [0.054, 0.554, -0.391, -0.238, -0.567, -0.597, 0.308, 0.407, 0.287, 0.407, 0.393, 0.383], "relative_energy_kj_mol": 225.8, "energy_ha": -319.0163, "max_force_ev_per_a": 6.09, "total_charge": 1}

=====

5.
{"formula": "C2H6N3O", "method": "ωB97M-V/def2-TZVPD", "species": ["C", "C", "N", "N", "N", "O", "H", "H", "H", "H", "H", "H"], "xyz": [[1.072761, 0.183149, 0.115769], [-2.948089, 0.405524, 0.189895], [1.779516, -0.695459, -0.222787], [0.580793, 1.340150, 0.305072], [2.499125, -1.772065, -0.286495], [-2.330655, 1.336738, -0.238395], [-2.801002, -0.430235, 0.915362], [-3.960476, 0.121811, -0.338137], [-0.586338, 1.477243, 0.218595], [1.149464, 2.129408, -0.014131], [2.570475, -2.104157, -1.252357], [2.974424, -1.992105, 0.607609]], "forces_ev_per_a": [[1.7218, -1.7492, -0.9789], [-3.7312, -2.1417, -1.9325], [-1.4854, 1.3608, 0.6079], [-3.7495, 1.5935, -0.4161], [-0.1946, 0.3271, 0.5006], [1.5386, 0.1357, 0.9556], [1.3118, 1.0775, 0.3673], [1.2937, 0.9059, 0.7476], [2.9713, -0.4529, 0.3004], [-0.2774, -0.1948, 0.3148], [0.6742, -0.4291, 1.0506], [-0.0732, -0.4328, -1.5171]], "mulliken_charge": [0.328, 0.026, 0.384, -0.364, -0.574, -0.498, 0.228, 0.223, 0.389, 0.292, 0.285, 0.282], "relative_energy_kj_mol": 426.5, "energy_ha": -318.9399, "max_force_ev_per_a": 4.72, "total_charge": 1}

=====

6.
{"formula": "C2H6N3O", "method": "ωB97M-V/def2-TZVPD", "species": ["N", "N", "C", "N", "C", "O", "H", "H", "H", "H", "H", "H"], "xyz": [[1.053898, 0.623668, -0.155230], [-0.064066, 0.379210, 0.814725], [-0.691166, -0.913482, 0.680403], [-1.888198, -0.750032, -0.145025], [-1.983988, 0.483646, -0.369612], [-1.076939, 1.257137, 0.238971], [1.314886, 1.674785, -0.205621], [0.784803, 0.381377, -1.094477], [1.691895, -0.006217, 0.306895], [-0.863963, -1.087885, 1.830313], [-0.109303, -1.763262, 0.240861], [-2.481709, 0.876133, -1.225690]], "forces_ev_per_a": [[-0.7028, 1.4031, 0.7314], [-0.4983, 3.0078, -1.3480], [-1.1124, -2.0909, 2.2166], [0.3249, -0.4700, 0.0877], [0.6677, -1.9659, -0.4894], [1.3081, 1.5382, 1.0217], [-0.2691, -2.0718, 0.8273], [0.0641, -0.7033, -0.7801], [1.5308, 0.1072, -0.6293], [-0.3134, -0.4560, -2.2882], [0.0125, 0.9151, 0.5420], [-1.0121, 0.7866, 0.1084]], "mulliken_charge": [-0.204, -0.062, -0.372, -0.310, 0.068, -0.304, 0.391, 0.352, 0.366, 0.296, 0.378, 0.401], "smiles": "[NH3+]N1CN=CO1", "relative_energy_kj_mol": 500.8, "energy_ha": -318.9116, "max_force_ev_per_a": 3.33, "total_charge": 1}

=====

7.
{"formula": "C2H6N3O", "method": "ωB97M-V/def2-TZVPD", "species": ["C", "C", "N", "N", "N", "O", "H", "H", "H", "H", "H", "H"], "xyz": [[1.076133, -0.773256, -0.414316], [1.894185, 1.177450, -0.004140], [2.320939, -0.992798, 0.161978], [0.839239, 0.494630, -0.615009], [-3.175034, -0.391791, 0.188087], [2.823536, 0.179329, 0.369005], [0.547383, -1.694282, -0.644872], [2.260007, 2.062572, -0.494407], [1.466707, 1.542098, 1.015590], [-3.935861, -0.120252, 0.769415], [-2.822113, -1.275556, 0.476429], [-3.295125, -0.208143, -0.807764]], "forces_ev_per_a": [[1.7965, -0.1124, 0.3369], [-1.5333, 0.9939, 2.8618], [-1.9572, -1.5290, -0.6353], [-1.3934, -1.4789, -0.5839], [-0.6940, -0.2338, -0.8981], [2.0112, 1.6835, 0.1323], [-0.3745, 0.6009, -0.2552], [0.6600, -0.0942, -0.5365], [0.6391, -0.1397, -1.2670], [-0.6736, 1.0038, 0.7561], [1.0719, -0.8920, 0.0959], [0.4473, 0.1979, -0.0069]], "mulliken_charge": [0.009, -0.118, -0.152, -0.375, -0.218, -0.069, 0.359, 0.300, 0.230, 0.346, 0.337, 0.350], "spin_multiplicity": 3, "relative_energy_kj_mol": 152.0, "energy_ha": -318.8229, "max_force_ev_per_a": 3.40, "total_charge": 1}

=====

8.
{"formula": "C2H6N3O2", "method": "ωB97M-V/def2-TZVPD", "species": ["C", "C", "N", "N", "N", "O", "O", "H", "H", "H", "H", "H", "H"], "xyz": [[-1.053079, 0.981751, -1.100272], [-0.804639, -0.279128, -0.235021], [1.885674, -0.792359, 0.225639], [1.522375, -0.866927, 1.391184], [-0.989128, -0.132172, 1.131991], [-1.170287, 1.044846, 1.568680], [2.984595, -1.244531, -0.154122], [-0.121192, 1.615375, -0.832093], [-1.212461, 0.922380, -2.202156], [-2.046570, 1.518555, -0.800822], [-1.411229, -1.006386, -0.698757], [0.197133, -0.451108, -0.449571], [2.218807, -1.310297, 2.155320]], "forces_ev_per_a": [[-0.4785, 2.5128, 1.1432], [-2.0650, 2.8191, -3.2275], [0.6699, -0.1576, -0.8527], [-0.4840, -0.2485, 3.8883], [-1.4090, 2.4800, 3.3266], [0.6706, -3.0867, -1.5857], [1.5553, -0.4511, -0.6419], [-1.8716, -0.2722, -0.8688], [0.7973, -0.7739, 0.7352], [1.9024, -0.6254, -0.0148], [-0.6626, -1.7410, 0.4310], [2.2198, -1.1863, 0.0902], [-0.8448, 0.7308, -2.4233]], "mulliken_charge": [-0.943, -0.142, 0.085, -0.520, -0.044, -0.404, -0.778, 0.221, 0.318, 0.243, 0.342, 0.407, 0.216], "relative_energy_kj_mol": 727.7, "energy_ha": -394.3830, "max_force_ev_per_a": 4.76, "total_charge": -1}

=====

9.
{"formula": "C2H6N3O2", "method": "ωB97M-V/def2-TZVPD", "species": ["N", "N", "C", "O", "N", "C", "O", "H", "H", "H", "H", "H", "H"], "xyz": [[-2.358261, -0.122915, 0.180761], [-1.386364, 0.888559, 0.029470], [-0.068841, 0.754616, -0.077875], [0.732052, 1.610590, -0.009798], [0.501139, -0.580581, -0.420888], [1.764705, -0.767092, -0.328809], [2.508109, -0.022330, 0.373474], [-2.237727, -0.696550, 0.997441], [-3.233582, 0.315544, 0.163379], [-1.771623, 1.805495, 0.336111], [-0.134962, -1.242033, -0.819684], [2.281869, -1.640324, -0.713210], [3.403487, -0.302978, 0.289623]], "forces_ev_per_a": [[1.8806, -1.3567, -1.0144], [-1.8268, 0.6396, 1.1141], [-0.0355, -0.6637, -0.3208], [0.8548, 2.1855, 0.2521], [-1.9521, 0.8163, 0.2015], [0.6586, -1.6156, 0.2218], [-0.3928, 1.2896, 0.4905], [0.0038, 0.2730, 0.5821], [-1.4084, 0.3784, -0.1422], [1.3628, -0.7065, -0.4300], [-0.0173, -0.7247, -0.5210], [-0.6991, -0.2903, -0.5785], [1.5715, -0.2247, 0.1447]], "mulliken_charge": [-0.621, 0.028, 0.426, -0.489, -0.044, 0.139, -0.295, 0.244, 0.258, 0.300, 0.309, 0.342, 0.404], "smiles": "NNC(=O)/[NH+]=C\\O", "relative_energy_kj_mol": 59.5, "energy_ha": -394.2588, "max_force_ev_per_a": 2.53, "total_charge": 1}

=====

10.
{"formula": "C2H6N3O2S", "method": "ωB97M-V/def2-TZVPD", "species": ["C", "C", "N", "N", "N", "O", "O", "S", "H", "H", "H", "H", "H", "H"], "xyz": [[-1.623266, 0.306188, 0.731392], [1.892016, 0.402261, -0.783523], [-2.064840, -0.812628, 0.372824], [-1.360444, 1.441461, 0.018367], [0.598854, -0.140968, 1.310479], [-2.326619, 2.067664, -0.239649], [-0.284872, 1.995720, -0.097812], [1.308760, 1.083561, 0.683956], [1.465658, -0.592404, -0.996817], [2.974005, 0.364345, -0.576253], [1.896630, 1.096959, -1.563824], [-2.404086, -1.515480, 1.042099], [-2.292553, -0.967449, -0.664997], [0.595646, -0.086726, 2.290552]], "forces_ev_per_a": [[1.2862, 0.0582, 2.4189], [0.9525, -0.9036, 0.0005], [-1.4702, -0.7544, -3.2484], [-2.4069, -2.2415, 0.6586], [1.4658, 0.3221, -1.6427], [-3.2139, 1.4407, -0.9843], [4.8356, 1.4085, -0.8871], [-1.0901, -1.1233, 1.5132], [0.1719, 0.6050, 0.1202], [-0.1240, -0.5747, 0.1814], [-0.6203, 1.0827, -1.4864], [0.2601, 0.5416, -0.3322], [0.3808, -0.2712, 1.8468], [-0.4275, 0.4098, 1.8416]], "mulliken_charge": [0.105, -0.724, -0.196, 0.968, -0.487, -0.507, -0.560, 0.505, 0.301, 0.358, 0.371, 0.294, 0.297, 0.277], "relative_energy_kj_mol": 565.6, "energy_ha": -792.2119, "max_force_ev_per_a": 5.11, "total_charge": 1}

=====

Repeat the sixth record exactly.
{"formula": "C2H6N3O", "method": "ωB97M-V/def2-TZVPD", "species": ["N", "N", "C", "N", "C", "O", "H", "H", "H", "H", "H", "H"], "xyz": [[1.053898, 0.623668, -0.155230], [-0.064066, 0.379210, 0.814725], [-0.691166, -0.913482, 0.680403], [-1.888198, -0.750032, -0.145025], [-1.983988, 0.483646, -0.369612], [-1.076939, 1.257137, 0.238971], [1.314886, 1.674785, -0.205621], [0.784803, 0.381377, -1.094477], [1.691895, -0.006217, 0.306895], [-0.863963, -1.087885, 1.830313], [-0.109303, -1.763262, 0.240861], [-2.481709, 0.876133, -1.225690]], "forces_ev_per_a": [[-0.7028, 1.4031, 0.7314], [-0.4983, 3.0078, -1.3480], [-1.1124, -2.0909, 2.2166], [0.3249, -0.4700, 0.0877], [0.6677, -1.9659, -0.4894], [1.3081, 1.5382, 1.0217], [-0.2691, -2.0718, 0.8273], [0.0641, -0.7033, -0.7801], [1.5308, 0.1072, -0.6293], [-0.3134, -0.4560, -2.2882], [0.0125, 0.9151, 0.5420], [-1.0121, 0.7866, 0.1084]], "mulliken_charge": [-0.204, -0.062, -0.372, -0.310, 0.068, -0.304, 0.391, 0.352, 0.366, 0.296, 0.378, 0.401], "smiles": "[NH3+]N1CN=CO1", "relative_energy_kj_mol": 500.8, "energy_ha": -318.9116, "max_force_ev_per_a": 3.33, "total_charge": 1}

=====

Number 5 is which compound? C2H6N3O